[1]
Computed, not measured: a molecular structure, C25H48Cl3CrN4O4Si, with the ωB97M-V functional and the def2-TZVPD basis.

Geometry (Å):
C (-2.527, 0.237, -5.156)
C (-2.724, 0.670, -3.711)
H (-3.479, 0.050, -5.663)
H (-1.917, -0.665, -5.235)
H (-2.022, 1.018, -5.753)
C (-3.821, 1.492, -3.430)
C (-4.986, 1.795, -4.312)
H (-3.806, 2.106, -2.541)
H (-5.602, 0.892, -4.510)
H (-4.716, 2.265, -5.280)
H (-5.627, 2.510, -3.750)
Cr (2.083, -0.424, 0.276)
Cl (3.768, -1.323, -0.818)
Cl (0.007, -2.341, -0.360)
H (4.718, -3.258, 5.022)
H (6.583, -3.312, 3.495)
C (4.002, -2.793, 4.345)
C (5.804, -3.316, 2.718)
N (4.675, -2.469, 3.110)
H (3.626, -1.892, 4.824)
C (4.119, -1.608, 2.247)
O (2.897, -1.301, 2.185)
H (6.221, -2.923, 1.788)
H (4.822, -1.260, 1.479)
H (3.177, -3.489, 4.195)
H (5.482, -4.358, 2.556)
H (-2.781, -2.451, -0.767)
H (-4.441, -0.197, -0.745)
C (-3.023, -2.437, 0.309)
C (-4.492, -0.471, 0.318)
N (-3.235, -1.068, 0.728)
H (-2.197, -2.886, 0.867)
C (-2.432, -0.501, 1.684)
O (-1.772, -1.103, 2.529)
H (-4.686, 0.418, 0.927)
H (-2.354, 0.598, 1.539)
H (-3.943, -3.021, 0.437)
H (-5.301, -1.207, 0.440)
O (-2.083, -0.389, -2.644)
C (-1.450, 0.842, -2.875)
C (-2.378, 2.144, -0.854)
C (-1.411, 1.960, -1.853)
H (-3.297, 1.546, -0.873)
C (-2.221, 3.119, 0.138)
H (-0.505, 0.670, -3.411)
C (-0.356, 2.913, -1.909)
H (-2.981, 3.193, 0.921)
C (-1.095, 3.952, 0.151)
C (-0.192, 3.886, -0.918)
H (0.375, 2.865, -2.725)
H (-0.977, 4.711, 0.937)
H (0.643, 4.597, -0.974)
Si (-0.321, -3.730, -2.071)
Cl (1.497, 0.852, -1.236)
C (-1.143, -5.227, -1.345)
C (1.574, -4.215, -2.062)
C (-0.659, -2.902, -3.675)
H (-1.934, -4.974, -0.634)
H (-0.392, -5.828, -0.806)
H (-1.571, -5.868, -2.123)
H (-1.730, -2.722, -3.800)
H (-0.301, -3.553, -4.490)
H (-0.114, -1.947, -3.706)
H (2.209, -3.306, -2.060)
H (1.847, -4.847, -2.931)
H (1.807, -4.776, -1.136)
C (-0.125, 1.680, 3.755)
N (1.095, 2.432, 3.551)
C (2.066, 2.456, 4.644)
C (1.449, 2.381, 2.219)
O (0.750, 1.673, 1.453)
N (2.586, 3.043, 1.772)
C (2.821, 4.430, 2.152)
C (2.960, 2.749, 0.404)
H (-0.420, 1.712, 4.806)
H (-0.012, 0.636, 3.422)
H (-0.902, 2.130, 3.124)
H (3.081, 2.301, 4.264)
H (2.038, 3.408, 5.188)
H (1.827, 1.652, 5.351)
H (3.272, 4.488, 3.149)
H (3.507, 4.868, 1.413)
H (1.890, 5.021, 2.125)
H (3.150, 1.659, 0.325)
H (2.148, 3.043, -0.285)
H (3.876, 3.297, 0.144)

Summary:
spin multiplicity: 5
total charge: -1
LUMO (alpha / beta): 1.994 / 1.990 eV
gap between HOMO and LUMO (alpha / beta): 3.416 / 3.413 eV
E_HOMO (alpha / beta): -1.4 / -1.4 eV

[2]
Computed, not measured: a molecular structure, C25H48OP2Rh, with the ωB97M-V functional and the def2-TZVPD basis.

Geometry (Å):
Rh (0.111, 0.019, 0.733)
C (-1.736, 1.587, 0.856)
C (-2.180, 0.659, -0.169)
C (-2.024, -0.523, 1.821)
C (-1.827, 0.885, 2.110)
C (-2.328, -0.656, 0.414)
C (-1.730, 3.084, 0.712)
H (-1.398, 3.406, -0.266)
H (-1.123, 3.582, 1.458)
H (-2.747, 3.437, 0.837)
C (-1.772, 1.506, 3.468)
H (-1.513, 2.565, 3.402)
H (-1.099, 1.099, 4.137)
H (-2.751, 1.344, 3.943)
C (-2.180, -1.634, 2.810)
H (-3.235, -1.731, 3.044)
H (-1.664, -1.405, 3.735)
H (-1.818, -2.596, 2.456)
C (-3.097, -1.831, -0.114)
H (-4.138, -1.610, 0.112)
H (-2.844, -2.748, 0.415)
H (-2.999, -1.995, -1.180)
C (-2.901, 1.165, -1.370)
H (-3.827, 1.590, -0.974)
H (-3.138, 0.377, -2.085)
H (-2.363, 1.967, -1.880)
C (1.559, 0.468, -2.675)
C (0.562, 1.319, -2.822)
C (-0.046, 1.625, -4.174)
C (-0.930, 0.467, -4.759)
C (-1.023, -0.812, -3.922)
C (0.000, -1.645, -3.827)
C (1.344, -1.359, -4.505)
C (2.217, -0.237, -3.850)
H (0.750, 1.855, -4.909)
H (-0.495, 0.200, -5.733)
H (-0.660, 2.532, -4.099)
H (2.483, 0.498, -4.637)
H (1.936, 0.125, -1.680)
H (0.036, 1.806, -1.973)
H (3.160, -0.687, -3.513)
H (1.925, -2.293, -4.534)
H (-0.068, -2.608, -3.325)
H (1.158, -1.064, -5.550)
H (-1.942, 0.851, -4.955)
H (-1.987, -1.016, -3.478)
P (1.686, 1.757, 1.317)
C (1.379, 2.637, 2.927)
H (2.265, 3.241, 3.118)
H (1.239, 1.934, 3.747)
H (0.502, 3.278, 2.839)
C (3.445, 1.233, 1.574)
H (3.974, 2.090, 1.989)
H (3.889, 0.954, 0.616)
H (3.485, 0.395, 2.274)
C (1.946, 3.307, 0.317)
H (2.423, 3.056, -0.633)
H (2.594, 3.953, 0.910)
H (0.988, 3.806, 0.145)
P (0.959, -2.279, 0.512)
C (-0.233, -3.639, 0.069)
H (0.380, -4.458, -0.306)
H (-0.982, -3.350, -0.671)
H (-0.723, -3.971, 0.987)
C (2.629, -2.604, -0.233)
H (2.559, -2.747, -1.310)
H (3.019, -3.497, 0.252)
H (3.302, -1.774, 0.000)
C (1.381, -3.148, 2.112)
H (1.589, -4.172, 1.806)
H (0.522, -3.119, 2.789)
H (2.276, -2.689, 2.543)
C (0.343, -0.335, 4.201)
O (0.457, -0.096, 2.879)
H (-0.579, -0.393, 4.827)
H (0.973, 0.456, 4.654)
H (0.656, -1.395, 4.246)

Summary:
spin multiplicity: 5
total charge: +1
LUMO (alpha / beta): -1.665 / -4.863 eV
gap between HOMO and LUMO (alpha / beta): 7.703 / 6.470 eV
E_HOMO (alpha / beta): -9.4 / -11.3 eV

[3]
Computed, not measured: a molecular structure, C25H48OP2Sm, with the ωB97M-V functional and the def2-TZVPD basis.

Geometry (Å):
Sm (-0.360, -0.027, 0.309)
C (0.230, -2.039, 1.473)
C (1.463, -1.290, 1.102)
C (0.331, -0.023, 2.753)
C (-0.454, -1.273, 2.520)
C (1.486, -0.019, 1.911)
C (-0.040, -3.467, 1.085)
H (0.311, -3.741, 0.071)
H (-1.100, -3.759, 1.136)
H (0.504, -4.123, 1.790)
C (-1.509, -1.850, 3.401)
H (-1.959, -2.769, 3.020)
H (-2.439, -1.136, 3.546)
H (-1.129, -1.935, 4.415)
C (-0.001, 0.995, 3.791)
H (0.591, 0.768, 4.686)
H (-1.048, 0.989, 4.119)
H (0.212, 2.042, 3.519)
C (2.675, 0.804, 2.279)
H (3.177, 0.254, 3.092)
H (2.401, 1.783, 2.698)
H (3.437, 0.987, 1.506)
C (2.642, -2.050, 0.675)
H (2.896, -2.711, 1.517)
H (3.516, -1.431, 0.476)
H (2.458, -2.707, -0.186)
C (0.646, -0.031, -3.068)
C (1.231, -1.164, -2.680)
C (2.467, -1.712, -3.343)
C (3.746, -0.901, -2.970)
C (3.494, 0.286, -2.063)
C (2.925, 1.411, -2.518)
C (2.443, 1.561, -3.937)
C (1.128, 0.783, -4.239)
H (2.344, -1.711, -4.440)
H (4.179, -0.527, -3.913)
H (2.602, -2.776, -3.064)
H (1.286, 0.139, -5.119)
H (-0.202, 0.467, -2.552)
H (0.923, -1.787, -1.811)
H (0.341, 1.502, -4.531)
H (2.337, 2.632, -4.180)
H (2.964, 2.339, -1.928)
H (3.221, 1.192, -4.624)
H (4.529, -1.561, -2.558)
H (3.984, 0.277, -1.073)
P (-2.651, -1.202, -0.531)
C (-3.589, -1.978, 0.761)
H (-4.488, -2.281, 0.227)
H (-3.882, -1.348, 1.599)
H (-3.097, -2.870, 1.158)
C (-3.766, -0.084, -1.321)
H (-4.630, -0.725, -1.522)
H (-3.374, 0.300, -2.271)
H (-4.077, 0.763, -0.697)
C (-2.401, -2.542, -1.641)
H (-2.033, -2.210, -2.613)
H (-3.414, -2.938, -1.747)
H (-1.744, -3.327, -1.251)
P (-0.434, 2.663, 0.137)
C (0.996, 3.409, 0.881)
H (1.025, 4.363, 0.351)
H (1.962, 2.910, 0.812)
H (0.805, 3.606, 1.947)
C (-1.038, 3.289, -1.395)
H (-0.233, 3.393, -2.122)
H (-1.409, 4.283, -1.129)
H (-1.873, 2.721, -1.837)
C (-1.581, 3.499, 1.204)
H (-1.275, 4.541, 1.048)
H (-1.475, 3.249, 2.259)
H (-2.608, 3.379, 0.873)
C (-2.980, 0.356, 3.034)
O (-1.952, 0.178, 1.937)
H (-2.888, 1.405, 2.935)
H (-2.820, 0.489, 4.153)
H (-3.953, 0.015, 2.674)

Summary:
spin multiplicity: 6
total charge: +1
LUMO (alpha / beta): -2.322 / -2.151 eV
gap between HOMO and LUMO (alpha / beta): 6.989 / 7.152 eV
E_HOMO (alpha / beta): -9.3 / -9.3 eV

[4]
Computed, not measured: 5 unconnected molecules or ions with the total composition C25H49ClN4O4P2, with the ωB97M-V functional and the def2-TZVPD basis.

Geometry (Å):
C (3.070, -2.596, 1.986)
C (3.106, -1.236, 2.699)
O (3.689, -0.205, 1.910)
C (2.895, 0.172, 0.795)
C (1.972, 1.339, 1.172)
O (0.628, 1.144, 0.699)
P (0.215, 2.092, -0.570)
C (-1.624, 1.924, -0.560)
C (-2.174, 1.831, 0.874)
C (-2.285, 0.390, 1.391)
C (-3.688, -0.198, 1.279)
O (-3.817, -0.827, 0.017)
C (-4.959, -1.651, -0.091)
P (0.475, 0.865, -2.387)
O (2.130, 0.905, -2.319)
Cl (0.189, -1.041, -1.575)
H (3.596, -3.353, 2.572)
H (3.573, -2.517, 1.020)
H (2.056, -2.954, 1.802)
H (2.092, -0.933, 3.000)
H (3.716, -1.278, 3.601)
H (2.270, -0.656, 0.441)
H (3.572, 0.441, -0.016)
H (1.930, 1.417, 2.262)
H (2.354, 2.291, 0.778)
H (-1.990, 2.816, -1.078)
H (-1.973, 1.049, -1.122)
H (-1.560, 2.431, 1.552)
H (-3.169, 2.288, 0.876)
H (-1.620, -0.256, 0.810)
H (-1.940, 0.328, 2.426)
H (-4.439, 0.605, 1.367)
H (-3.892, -0.921, 2.084)
H (-4.843, -2.279, -0.973)
H (-5.067, -2.284, 0.800)
H (-5.875, -1.052, -0.205)
H (2.527, 0.201, -2.856)
C (-1.491, -4.025, -1.074)
C (-1.772, -5.523, -1.054)
C (-2.797, -5.953, -2.111)
C (-4.105, -5.335, -1.902)
N (-5.131, -4.843, -1.739)
H (-2.383, -3.440, -0.845)
H (-0.731, -3.768, -0.337)
H (-1.129, -3.711, -2.054)
H (-2.126, -5.835, -0.070)
H (-0.850, -6.076, -1.248)
H (-2.940, -7.034, -2.107)
H (-2.451, -5.672, -3.109)
C (-6.620, -3.302, -4.465)
C (-5.748, -2.057, -4.546)
C (-5.677, -1.463, -5.958)
C (-5.096, -2.402, -6.920)
N (-4.638, -3.161, -7.650)
H (-6.226, -4.099, -5.098)
H (-6.650, -3.673, -3.443)
H (-7.642, -3.090, -4.786)
H (-4.735, -2.286, -4.209)
H (-6.134, -1.285, -3.878)
H (-5.070, -0.556, -5.972)
H (-6.676, -1.195, -6.311)
C (5.989, 4.756, 1.110)
C (5.326, 3.544, 0.472)
C (4.504, 3.886, -0.778)
C (3.413, 4.815, -0.483)
N (2.528, 5.492, -0.213)
H (5.243, 5.483, 1.439)
H (6.574, 4.458, 1.980)
H (6.655, 5.256, 0.404)
H (4.671, 3.054, 1.198)
H (6.079, 2.807, 0.188)
H (4.055, 2.983, -1.200)
H (5.132, 4.330, -1.554)
C (3.455, 4.405, 5.330)
C (3.281, 3.555, 4.079)
C (4.195, 2.323, 4.060)
C (5.611, 2.693, 4.077)
N (6.713, 3.019, 4.093)
H (4.471, 4.797, 5.399)
H (2.769, 5.251, 5.322)
H (3.258, 3.821, 6.232)
H (3.475, 4.155, 3.187)
H (2.249, 3.206, 4.004)
H (4.033, 1.728, 3.158)
H (3.997, 1.679, 4.920)

Summary:
total charge: 0
LUMO: 0.228 eV
gap between HOMO and LUMO: 8.804 eV
E_HOMO: -8.6 eV

[5]
Computed, not measured: a molecular structure, C25H49Li2O9, with the ωB97M-V functional and the def2-TZVPD basis.

Geometry (Å):
Li (-1.423, 2.384, -7.195)
Li (0.456, 6.449, -9.179)
O (1.971, 1.553, -12.596)
C (1.289, 2.485, -11.910)
O (1.711, 3.631, -11.792)
O (0.309, 2.211, -11.160)
H (2.614, 2.233, -12.810)
C (6.669, -3.023, -12.305)
C (7.712, -4.136, -12.127)
C (7.351, -5.153, -13.259)
O (6.565, -4.402, -14.198)
C (6.554, -2.987, -13.833)
H (6.980, -2.054, -11.914)
H (5.692, -3.292, -11.901)
H (7.784, -4.592, -11.140)
H (8.676, -3.666, -12.321)
H (6.799, -5.986, -12.823)
H (8.221, -5.554, -13.779)
H (5.569, -2.587, -14.075)
H (7.396, -2.504, -14.328)
C (4.658, 4.708, -17.644)
C (3.257, 5.070, -17.975)
C (3.442, 6.551, -18.301)
O (4.493, 6.987, -17.466)
C (5.004, 5.856, -16.783)
H (5.232, 4.566, -18.559)
H (4.752, 3.765, -17.106)
H (2.627, 4.856, -17.111)
H (2.835, 4.553, -18.837)
H (2.457, 6.969, -18.091)
H (3.695, 6.685, -19.353)
H (4.566, 5.723, -15.793)
H (6.053, 5.947, -16.501)
C (9.496, 5.099, -11.327)
C (10.558, 4.127, -11.813)
C (9.775, 3.160, -12.677)
O (8.401, 3.299, -12.192)
C (8.359, 4.150, -11.073)
H (9.204, 5.785, -12.122)
H (9.842, 5.684, -10.476)
H (11.037, 3.597, -10.990)
H (11.341, 4.682, -12.330)
H (10.078, 2.119, -12.570)
H (9.773, 3.466, -13.723)
H (8.551, 3.578, -10.165)
H (7.340, 4.513, -10.940)
C (-7.840, -0.067, -11.840)
C (-8.929, 0.218, -10.804)
C (-8.486, 1.517, -10.151)
O (-7.385, 2.017, -10.921)
C (-6.660, 0.845, -11.335)
H (-8.180, 0.211, -12.838)
H (-7.544, -1.116, -11.855)
H (-8.867, -0.559, -10.042)
H (-9.914, 0.341, -11.256)
H (-8.011, 1.416, -9.175)
H (-9.302, 2.226, -10.013)
H (-6.116, 0.393, -10.506)
H (-5.891, 1.098, -12.065)
C (-0.486, -4.528, -14.489)
C (-1.888, -4.977, -14.056)
C (-1.639, -6.465, -13.768)
O (-0.680, -6.810, -14.832)
C (0.270, -5.755, -14.868)
H (0.044, -3.959, -13.725)
H (-0.487, -3.735, -15.238)
H (-2.570, -4.858, -14.897)
H (-2.329, -4.418, -13.231)
H (-2.561, -7.015, -13.956)
H (-1.280, -6.683, -12.762)
H (0.760, -5.634, -15.834)
H (1.037, -5.963, -14.122)
C (-5.837, 7.609, -16.085)
C (-4.281, 7.514, -16.103)
C (-3.955, 6.655, -14.897)
O (-5.042, 6.887, -13.985)
C (-6.097, 7.728, -14.573)
H (-6.286, 6.686, -16.451)
H (-6.304, 8.399, -16.675)
H (-3.919, 8.536, -15.992)
H (-3.977, 7.086, -17.058)
H (-2.992, 6.822, -14.415)
H (-4.020, 5.609, -15.196)
H (-5.947, 8.761, -14.257)
H (-7.117, 7.449, -14.310)

Summary:
total charge: +1
LUMO: -6.119 eV
gap between HOMO and LUMO: 3.179 eV
E_HOMO: -9.3 eV
ΔE to the lowest compared entry with this formula, charge and spin: 8.377 eV

[6]
Computed, not measured: a molecular structure, C25H49N6PtSe, with the ωB97M-V functional and the def2-TZVPD basis.

Geometry (Å):
Pt (0.672, 0.117, 0.281)
N (0.988, -2.068, 0.557)
C (1.819, -2.682, -0.531)
C (2.794, -1.660, -1.039)
N (2.063, -0.462, -1.468)
C (2.927, 0.729, -1.521)
C (2.103, 1.965, -1.698)
N (1.201, 2.125, -0.512)
C (1.298, -0.714, -2.743)
C (-0.178, -0.957, -2.519)
N (-0.688, 0.084, -1.614)
H (0.148, -2.618, 0.705)
H (1.520, -2.098, 1.424)
H (2.376, -3.542, -0.161)
H (1.167, -3.042, -1.321)
H (3.494, -1.393, -0.247)
H (3.388, -2.075, -1.858)
H (3.462, 0.793, -0.572)
H (3.682, 0.653, -2.311)
H (2.774, 2.815, -1.811)
H (1.489, 1.931, -2.595)
H (1.707, 2.602, 0.230)
H (0.406, 2.715, -0.746)
H (1.426, 0.134, -3.411)
H (1.719, -1.578, -3.259)
H (-0.691, -0.956, -3.481)
H (-0.357, -1.923, -2.053)
H (-0.606, 0.995, -2.055)
H (-1.675, -0.057, -1.422)
C (3.444, 0.124, 2.472)
C (2.455, 1.283, 2.483)
C (2.485, 2.008, 3.840)
C (1.025, 0.839, 2.215)
H (4.467, 0.485, 2.577)
H (3.379, -0.445, 1.540)
H (3.249, -0.559, 3.306)
H (2.779, 2.023, 1.740)
H (2.175, 1.337, 4.646)
H (1.831, 2.882, 3.841)
H (3.500, 2.348, 4.048)
H (0.317, 1.658, 2.348)
H (0.775, 0.003, 2.871)
C (-2.562, 1.805, 4.975)
C (-3.308, 0.577, 5.496)
C (-2.437, -0.652, 5.738)
C (-1.596, -1.155, 4.563)
N (-2.408, -1.823, 3.515)
C (-2.793, -1.347, 2.299)
Se (-2.165, 0.172, 1.464)
N (-3.626, -2.260, 1.725)
C (-4.370, -2.139, 0.449)
C (-5.883, -1.984, 0.618)
C (-6.363, -0.607, 1.083)
C (-6.166, -0.328, 2.575)
C (-3.735, -3.338, 2.558)
C (-4.383, -4.572, 2.393)
C (-4.237, -5.476, 3.408)
C (-3.466, -5.186, 4.572)
C (-2.825, -3.990, 4.736)
C (-2.967, -3.058, 3.697)
H (-3.217, 2.676, 4.982)
H (-2.220, 1.681, 3.949)
H (-1.687, 2.032, 5.592)
H (-4.148, 0.329, 4.839)
H (-3.758, 0.841, 6.453)
H (-3.072, -1.476, 6.074)
H (-1.741, -0.434, 6.552)
H (-0.885, -1.896, 4.927)
H (-1.042, -0.346, 4.094)
H (-4.160, -3.044, -0.123)
H (-3.965, -1.287, -0.086)
H (-6.249, -2.747, 1.311)
H (-6.314, -2.200, -0.361)
H (-7.430, -0.551, 0.872)
H (-5.888, 0.176, 0.482)
H (-6.667, -1.085, 3.183)
H (-6.581, 0.644, 2.840)
H (-5.111, -0.313, 2.857)
H (-4.964, -4.804, 1.510)
H (-4.713, -6.444, 3.326)
H (-3.376, -5.942, 5.341)
H (-2.226, -3.788, 5.614)

Summary:
total charge: +3
LUMO (alpha / beta): -11.677 / -11.705 eV
gap between HOMO and LUMO (alpha / beta): 4.820 / 4.795 eV
E_HOMO (alpha / beta): -16.5 / -16.5 eV
ΔE to the lowest compared entry with this formula, charge and spin: 2.003 eV

| no. | F_max (eV Å⁻¹) |
| --- | --- |
| 1 | 4.11 |
| 2 | 2.44 |
| 3 | 4.06 |
| 4 | 0.67 |
| 5 | 5.39 |
| 6 | 2.34 |